This record from the OMol25 dataset describes C33H33BF5MnN2O2S as an isolated structure. The level of theory is the ωB97M-V functional and the def2-TZVPD basis.

XYZ file:
```
78
Properties=species:S:1:pos:R:3:forces:R:3
Mn -0.4033 0.0236 -0.1199 0.50 1.53 0.11
C -2.1084 0.0112 2.1075 0.12 0.22 -0.31
C -2.5119 -0.8278 0.8778 -0.02 -0.04 0.41
C -4.0115 -0.6497 0.6210 0.26 0.17 -0.43
C -2.1224 -2.2660 1.1416 0.45 -0.31 -0.36
C -2.9942 -3.1213 1.8004 0.00 0.06 -0.02
C -2.5996 -4.3994 2.1438 -0.01 0.02 0.03
C -1.3195 -4.8264 1.8484 -0.05 0.08 -0.03
C -0.4120 -4.0087 1.1911 0.06 0.06 0.02
C 0.9775 -4.5404 0.9258 0.14 0.13 -0.19
C 1.1992 -4.8253 -0.5628 -0.06 -0.11 0.17
C 2.0591 -3.6202 1.4924 -0.11 -0.13 0.02
C -0.8352 -2.7252 0.8166 -1.00 -0.64 0.50
N 0.0217 -1.8483 0.1490 1.04 -0.13 1.01
C -0.0348 -1.6921 -1.1386 -0.44 -1.00 -1.90
C 1.0331 -0.9215 -1.8554 1.52 -0.68 -0.55
C 1.1466 -1.0379 -3.3456 -0.12 0.61 0.17
C 1.2386 0.2104 -3.8321 -0.25 -0.59 0.00
C 1.1178 1.1318 -2.7162 -0.09 -0.01 0.53
N 0.9158 0.4848 -1.5982 0.22 0.34 -0.17
C 1.2838 2.6145 -2.7871 0.01 0.32 0.08
C 1.7346 3.1462 -1.4224 -0.14 -0.18 -0.14
C 2.3524 2.9445 -3.8407 -0.13 -0.14 0.12
C -0.0645 3.2295 -3.1936 0.17 -0.18 0.08
H -2.5249 1.0146 2.0443 0.07 0.08 0.06
H -1.0182 0.0772 2.2560 -0.13 -0.02 0.10
H -2.5306 -0.4612 2.9937 0.09 -0.11 -0.01
H -2.0121 -0.4323 -0.0980 -1.66 -0.64 0.48
H -4.5684 -0.7122 1.5535 0.04 -0.04 0.07
H -4.3842 -1.4066 -0.0662 -0.03 -0.02 -0.01
H -4.1946 0.3309 0.1877 -0.05 0.06 0.03
H -3.9829 -2.7839 2.0602 -0.18 0.03 0.03
H -3.2832 -5.0563 2.6566 -0.10 -0.07 0.06
H -1.0039 -5.8167 2.1383 0.03 -0.14 0.03
H 1.0558 -5.4986 1.4496 -0.07 0.08 -0.04
H 1.2132 -3.9117 -1.1523 0.03 0.02 -0.03
H 0.4128 -5.4745 -0.9429 -0.04 -0.05 -0.09
H 2.1544 -5.3260 -0.7000 0.11 -0.04 -0.08
H 1.9625 -2.6188 1.0883 0.07 0.02 0.01
H 3.0426 -4.0024 1.2364 0.20 -0.06 0.00
H 1.9760 -3.5630 2.5736 0.04 0.02 0.19
H -0.6878 -2.3007 -1.7765 -0.09 0.21 0.19
H 1.2015 -1.9774 -3.8583 0.09 -0.22 -0.23
H 1.3606 0.4976 -4.8565 0.13 0.07 -0.23
H 2.6861 2.6972 -1.1426 0.10 -0.02 0.08
H 1.0034 2.9159 -0.6501 0.06 0.08 0.07
H 1.8645 4.2227 -1.4704 -0.02 0.15 -0.01
H 3.2419 2.3351 -3.6936 0.14 -0.01 -0.01
H 2.6392 3.9885 -3.7518 -0.01 0.10 -0.01
H 1.9786 2.7816 -4.8470 0.00 -0.02 -0.17
H -0.8124 3.0374 -2.4282 -0.15 0.06 0.03
H -0.4131 2.8048 -4.1314 -0.10 0.00 -0.15
H 0.0505 4.3014 -3.3198 -0.01 0.15 -0.01
F 5.4551 0.7002 3.4021 -0.11 0.00 -0.14
C 4.8081 0.3008 2.3180 -0.16 -0.18 -0.39
C 3.4406 0.5113 2.1822 -0.09 -0.10 -0.18
F 2.7401 1.1203 3.1325 0.17 0.04 0.05
C 2.7634 0.0564 1.0536 0.16 -0.14 -0.10
F 1.4131 0.3066 1.0399 0.95 0.15 0.55
C 3.4068 -0.6263 0.0252 -0.05 0.19 0.35
S 2.8002 -1.4678 -1.4023 -0.37 -0.06 -0.32
C 4.7955 -0.7971 0.1732 -0.37 0.22 0.19
F 5.4557 -1.4319 -0.7946 0.13 -0.01 0.13
C 5.4900 -0.3541 1.2876 -0.27 0.08 0.11
F 6.7944 -0.5632 1.3822 -0.09 0.04 0.01
O -1.0050 2.7596 0.9726 0.80 -0.04 0.03
B -1.2866 1.8816 -0.0647 -1.06 0.62 0.65
O -2.5713 2.1382 -0.5396 0.11 -0.42 -0.65
C -3.0956 3.1307 0.2422 0.26 0.65 0.87
C -4.3632 3.6813 0.2418 0.30 -0.26 -0.18
C -4.6310 4.6256 1.2223 0.00 0.07 0.05
C -3.6729 4.9988 2.1579 -0.08 0.04 -0.04
C -2.3986 4.4514 2.1556 0.29 -0.28 -0.21
C -2.1284 3.5108 1.1804 -1.04 0.16 -0.40
H -5.1081 3.3803 -0.4764 -0.09 -0.03 -0.11
H -5.6100 5.0771 1.2596 -0.09 0.04 0.01
H -3.9258 5.7284 2.9104 -0.03 0.09 0.07
H -1.6565 4.7321 2.8830 0.12 0.05 0.12
```
Positions in Å, forces in eV/Å.

The calculated total energy comes out at -3610.38040 Ha. The charge is +1. For the largest force on an atom, the calculation gives 2.2 eV/Å. As for the spin multiplicity: 4. The calculation puts the highest occupied orbital energy (alpha / beta) at -11.270 / -11.042 eV.



This record from the OMol25 dataset describes one molecule with the formula C7H13O3P. The level of theory is the ωB97M-V functional and the def2-TZVPD basis.

XYZ file:
```
24
Properties=species:S:1:pos:R:3:forces:R:3
C -4.5653 0.1271 -0.6561 2.56 -0.32 0.70
C -0.9141 0.8163 -0.2855 0.04 -0.79 0.15
C 1.0109 -2.5178 -0.6418 0.05 0.21 0.02
C 1.0639 -1.0006 1.3530 -0.13 -0.01 -0.33
C -0.2344 3.0475 0.0024 -0.21 0.59 0.12
C -0.5870 -0.6488 -0.5079 0.54 0.44 -0.77
C 0.8534 -1.0781 -0.1571 -0.21 0.03 0.10
O -2.0926 1.1035 0.0104 0.12 0.56 -0.05
O -1.4878 -1.3202 0.2128 -2.37 -0.13 0.29
O 0.0350 1.6915 -0.3581 -0.02 -0.14 -0.15
P -3.3284 -0.2810 0.4472 -0.44 -0.15 -0.43
H -5.5181 -0.3109 -0.4320 -0.32 -0.24 0.24
H 1.9910 -2.9094 -0.3772 0.07 -0.05 -0.01
H 0.8877 -2.5806 -1.7216 0.03 -0.05 -0.11
H 0.2449 -3.1335 -0.1764 -0.02 -0.09 0.04
H 0.2698 -1.5514 1.8497 -0.02 -0.06 0.08
H 2.0189 -1.4360 1.6216 0.23 -0.02 0.11
H 1.0342 0.0270 1.7001 0.06 0.23 0.16
H -1.0102 3.4713 -0.6346 0.05 -0.06 0.01
H 0.7045 3.5799 -0.1323 -0.10 -0.08 0.01
H -0.5538 3.0961 1.0441 0.02 -0.03 -0.08
H -0.7119 -0.7808 -1.6129 0.11 0.07 0.07
H 1.5582 -0.4225 -0.6768 0.01 -0.03 -0.01
H -4.4327 0.5307 -1.6478 -0.04 0.14 -0.15
```
Positions in Å, forces in eV/Å.

The calculated total energy comes out at -841.51374 Ha. The charge is 0. For the largest force on an atom, the calculation gives 2.7 eV/Å. The calculation puts the highest occupied orbital energy at -8.141 eV.



This record from the OMol25 dataset describes a 7-piece molecular cluster, C29H58Br12I2N3O overall. The level of theory is the ωB97M-V functional and the def2-TZVPD basis.

XYZ file:
```
105
Properties=species:S:1:pos:R:3:forces:R:3
C 4.8835 1.9552 0.6487 -2.73 -0.51 0.78
C 3.4727 1.7465 0.7471 2.48 0.37 -0.26
C 2.5718 0.9652 -0.2571 0.32 2.23 -0.88
C 1.8478 -0.3874 0.1805 0.01 -0.08 -0.96
C 1.4119 -0.5994 1.6815 -0.77 -0.65 0.20
I 2.8571 -1.7020 2.9581 -0.27 -0.07 -0.50
C 0.8765 0.5816 2.5880 0.42 -0.79 2.48
C 1.8824 1.1285 3.7431 -1.05 1.46 -0.10
I -0.0388 2.3200 1.6877 -0.16 -0.49 -0.26
N 0.5941 -0.3949 -0.6342 0.70 -0.70 0.15
C 0.0443 -1.6723 -1.1004 -2.37 -0.80 -0.77
C -1.2722 -2.0898 -0.2901 0.53 -0.84 0.41
C -2.3339 -2.9389 -1.0816 -2.19 0.43 -0.50
C -2.8604 -2.3118 -2.4430 0.95 -0.04 -0.41
O -1.9533 -4.3065 -1.3547 0.81 0.32 0.22
C 0.9794 -2.9338 -1.2481 0.46 -0.69 -1.49
N 2.1866 -2.9197 -0.3160 -1.74 0.34 -0.51
C 2.7496 -1.5430 -0.4789 1.80 1.92 -0.31
C 4.3065 -1.4932 -0.1693 0.68 -1.56 0.06
C 5.1975 -1.5220 -1.5149 -0.63 -0.73 0.19
C 5.3822 -3.0256 -2.0427 1.04 0.80 -0.72
C 6.6386 -3.7826 -1.4417 -0.01 -1.03 -0.20
N 6.6547 -3.8850 0.0405 -0.43 0.16 -0.34
H 5.4634 1.8779 1.6347 -0.87 1.48 -1.59
H 5.4117 2.1915 -0.3173 -0.36 -1.48 0.95
H 2.9874 2.3466 1.5752 0.48 -1.80 -0.37
H 3.1895 0.7610 -1.1994 -0.78 0.09 1.28
H 1.7618 1.6889 -0.6175 0.88 -1.22 0.55
H 0.5703 -1.3766 1.6354 1.21 1.17 0.03
H 0.0375 0.1339 3.2280 0.99 0.59 -1.28
H 1.7829 0.5428 4.7092 0.39 0.41 -1.44
H 2.9376 1.2817 3.3934 -1.06 -0.49 0.48
H 1.4834 2.1702 4.0004 0.65 -1.39 -0.24
H -0.1741 0.1239 -0.2030 0.55 0.09 -0.09
H -0.3322 -1.4713 -2.1667 0.67 -0.39 1.37
H -0.9238 -2.7176 0.6025 -0.64 0.68 -0.95
H -1.8238 -1.2016 0.1606 0.76 -0.95 -0.80
H -3.2568 -3.0087 -0.4032 1.26 0.24 -0.69
H -3.2571 -1.2630 -2.3211 0.22 -1.21 -0.04
H -3.6274 -3.0015 -2.9340 0.77 1.04 0.93
H -2.0027 -2.2530 -3.2010 -1.06 -0.05 1.01
H -2.2998 -4.6133 -2.2086 0.02 0.48 0.43
H 1.4033 -2.9375 -2.3092 -0.38 -0.01 1.48
H 0.4906 -3.9405 -1.1059 -0.06 1.38 -0.04
H 1.7999 -3.1376 0.6166 0.64 0.27 0.10
H 2.8397 -3.6830 -0.5533 -0.13 0.59 0.09
H 2.6938 -1.3269 -1.6024 -0.26 -0.38 1.56
H 4.5520 -2.4925 0.3380 -0.17 1.45 -0.48
H 4.6359 -0.7074 0.5658 -0.68 -0.58 -1.02
H 6.2174 -1.0743 -1.3308 -1.11 -0.43 -0.15
H 4.7080 -0.9507 -2.3667 0.53 -0.36 1.19
H 5.5656 -2.9285 -3.1681 -0.25 -0.37 1.42
H 4.4591 -3.6711 -1.9355 0.84 0.74 0.06
H 7.6323 -3.3511 -1.7708 -1.33 -0.22 -0.04
H 6.5904 -4.8531 -1.8434 0.20 1.46 0.34
H 7.3638 -3.2974 0.4771 -0.26 -0.53 -0.21
H 6.6922 -4.8486 0.3721 0.27 0.61 -0.11
Br -2.8182 -6.7824 2.7286 0.07 0.09 -0.07
C -1.8585 -6.5756 1.0453 -0.25 -0.10 0.22
C -0.3971 -6.9106 1.2041 0.02 0.04 -0.34
Br 0.5697 -5.4660 2.0910 0.12 0.13 0.03
H -2.0318 -5.5567 0.7035 0.12 -0.18 -0.02
H -2.3385 -7.2711 0.3563 0.13 0.03 0.02
H 0.0807 -7.0165 0.2296 -0.08 0.01 0.06
H -0.2225 -7.8126 1.7886 -0.05 0.15 0.00
Br 8.0837 1.3024 2.0014 0.24 -0.11 0.10
C 8.6366 -0.5460 2.2765 0.04 0.20 -0.28
C 7.4919 -1.3812 2.7798 -0.04 -0.24 0.30
Br 7.1576 -1.0652 4.6732 -0.11 0.02 -0.15
H 9.4893 -0.5300 2.9535 -0.16 -0.03 -0.02
H 8.9653 -0.8915 1.2954 -0.04 -0.02 0.08
H 7.7279 -2.4441 2.7107 0.04 0.08 -0.01
H 6.5578 -1.1863 2.2533 0.11 0.02 0.02
Br -1.8454 4.1106 -1.7541 0.14 0.02 0.07
C -2.1052 5.3158 -0.2434 -0.31 -0.18 -0.09
C -2.1255 6.7561 -0.6877 0.22 0.22 0.16
Br -0.3278 7.4045 -1.0689 -0.11 -0.05 -0.06
H -1.3162 5.0987 0.4755 -0.04 0.15 -0.10
H -3.0684 5.0311 0.1841 0.04 0.04 -0.03
H -2.4963 7.3989 0.1113 0.00 -0.12 -0.03
H -2.7195 6.9208 -1.5854 0.06 -0.11 0.10
Br -7.0716 5.2217 -0.6864 0.17 -0.03 0.08
C -5.9717 4.5125 -2.1318 -0.25 0.17 -0.12
C -6.1060 3.0154 -2.2393 0.27 -0.15 -0.10
Br -5.0914 2.1141 -0.8401 -0.14 -0.06 -0.01
H -4.9503 4.8402 -1.9430 -0.09 -0.15 -0.02
H -6.3430 4.9976 -3.0358 0.00 -0.08 0.04
H -5.6786 2.6587 -3.1768 -0.04 0.12 0.05
H -7.1347 2.6674 -2.1593 0.10 0.14 0.02
Br -4.0572 -0.9300 1.9425 0.05 0.07 -0.07
C -3.6572 0.3380 3.3673 0.13 -0.23 0.11
C -4.9209 0.9066 3.9541 -0.14 0.39 0.08
Br -5.7009 2.2537 2.7832 0.02 -0.14 0.08
H -2.9986 1.0964 2.9446 -0.15 -0.02 0.03
H -3.1096 -0.2366 4.1158 -0.10 0.03 -0.02
H -4.7102 1.4286 4.8879 0.07 -0.10 -0.06
H -5.6890 0.1549 4.1291 0.15 0.03 -0.05
Br -9.5661 5.1972 -4.6710 0.12 -0.01 0.10
C -9.8096 6.4241 -3.1752 -0.24 -0.12 -0.08
C -9.8075 7.8590 -3.6361 0.13 0.17 0.13
Br -7.9988 8.4744 -4.0237 -0.07 -0.04 -0.06
H -9.0244 6.2035 -2.4553 -0.07 0.11 -0.09
H -10.7762 6.1592 -2.7453 0.06 0.08 -0.05
H -10.1683 8.5168 -2.8449 0.02 -0.11 -0.03
H -10.3983 8.0229 -4.5360 0.07 -0.10 0.10
```
Positions in Å, forces in eV/Å.

The calculated total energy comes out at -32862.46696 Ha. The charge is +1. For the largest force on an atom, the calculation gives 2.9 eV/Å. The calculation puts the highest occupied orbital energy at -10.828 eV.



This record from the OMol25 dataset describes one molecule with the formula C5H10O3. The level of theory is the ωB97M-V functional and the def2-TZVPD basis.

XYZ file:
```
18
Properties=species:S:1:pos:R:3:forces:R:3
C 0.7598 1.4247 -0.2284 -0.10 -0.15 0.02
C 0.1060 0.1064 0.1459 -1.89 -0.25 1.10
C -0.8568 0.2430 1.4092 1.59 0.52 0.44
C 1.1288 -1.0244 0.3534 -0.59 0.06 -0.22
O 1.5991 -1.4930 -0.8839 0.24 -0.27 -0.36
C -0.9507 -0.3507 -0.8307 1.21 -0.68 -1.72
O -1.1449 -1.5163 -1.1188 -0.41 0.43 0.33
O -1.5731 0.6480 -1.4779 -0.27 0.21 0.26
H 0.0174 2.1706 -0.4981 0.02 0.06 0.02
H 1.3434 1.7927 0.6130 0.07 0.04 0.06
H 1.4225 1.2666 -1.0765 0.10 0.05 -0.05
H -0.2373 0.1114 2.3092 -0.19 0.20 -0.10
H -1.6497 -0.4929 1.4821 -0.03 -0.21 -0.32
H -1.2834 1.2462 1.4264 -0.07 -0.08 0.03
H 1.9926 -0.6403 0.8959 -0.06 0.03 0.10
H 0.6683 -1.8384 0.9264 0.07 0.10 0.05
H 0.8482 -1.9286 -1.3203 0.23 0.10 0.18
H -2.1904 0.2748 -2.1267 0.08 -0.17 0.19
```
Positions in Å, forces in eV/Å.

The calculated total energy comes out at -422.24880 Ha. The charge is 0. For the largest force on an atom, the calculation gives 2.2 eV/Å. The calculation puts the highest occupied orbital energy at -10.238 eV.



This record from the OMol25 dataset describes one molecule with the formula C4H7N3. The level of theory is the ωB97M-V functional and the def2-TZVPD basis.

XYZ file:
```
14
Properties=species:S:1:pos:R:3:forces:R:3
C 2.2581 0.3952 1.0509 0.23 0.71 0.00
C 1.2643 0.5589 0.1537 0.31 -0.19 0.31
C 0.3467 -0.5837 0.0106 0.18 -0.17 0.19
N -0.8644 0.1382 -0.2934 0.00 0.02 0.48
C -2.1587 -0.3822 -0.6700 -0.04 -0.02 0.08
N -0.5471 1.4116 -0.6362 0.39 -0.25 -0.10
N 0.6763 1.6934 -0.4564 0.08 -0.29 -0.43
H 2.0097 -0.1708 1.9473 0.51 -0.79 -0.61
H 3.2202 0.8734 1.0474 -0.14 0.89 0.21
H 0.6056 -1.2933 -0.7894 0.10 0.34 -0.19
H 0.6952 -1.1226 0.9296 -1.90 -0.26 -0.06
H -2.7768 0.4501 -1.0177 0.18 -0.12 0.11
H -2.6363 -0.8409 0.1998 -0.02 0.00 -0.14
H -2.0929 -1.1273 -1.4761 0.11 0.14 0.15
```
Positions in Å, forces in eV/Å.

The calculated total energy comes out at -320.75271 Ha. The charge is 0. For the largest force on an atom, the calculation gives 1.9 eV/Å. The calculation puts the highest occupied orbital energy at -8.318 eV.



The lowest calculated total energy belongs to which entry?
C29H58Br12I2N3O